Model one:
DFT (the ωB97M-V functional and the def2-TZVPD basis) results for the molecule C3H8N2S2.

```
! wB97M-V def2-TZVPD RIJCOSX def2/J DEFGRID3
* xyz 0 1
H -0.933 2.448 -0.234
H -1.718 -1.529 0.985
N -0.053 0.602 -0.485
C -0.748 -1.836 0.648
N 2.224 0.642 0.429
H 2.188 -1.454 -1.137
H -1.635 1.743 -1.672
H -1.956 1.060 0.163
S -0.188 -0.975 -0.890
C -1.205 1.479 -0.541
H 0.864 1.892 1.020
H -1.016 -2.863 0.255
C 1.021 0.985 0.399
S 3.283 -0.398 -0.495
H -0.128 -1.797 1.553
*
```

Output
Structure (SMILES): CSN(C)/C=N\S
Lowest unoccupied orbital energy, Eh: 0.024

=====

Model two:
DFT (the ωB97M-V functional and the def2-TZVPD basis) results for the molecule C3H8N2S2.

```
! wB97M-V def2-TZVPD RIJCOSX def2/J DEFGRID3
* xyz 0 1
H -0.308 -2.616 0.388
S 0.346 1.407 -0.289
H -0.510 0.280 3.527
C 0.952 1.341 -2.083
S -0.754 -0.844 1.475
H 2.081 0.966 -2.049
H 0.869 2.378 -2.609
H -0.075 -3.134 -1.190
N -0.324 -1.242 -1.002
H 0.350 0.386 -2.653
N -0.542 -2.569 -0.612
C -0.364 -0.327 -0.164
C -0.546 0.901 2.468
H 0.438 1.372 2.239
H -1.611 1.701 2.553
*
```

Output
Structure (SMILES): CSC(=NN)SC
Lowest unoccupied orbital energy, Eh: 0.015

=====

On energetic grounds, model one is preferred over the next structure by 0.0355 hartree.

=====

Model one:
DFT (the ωB97M-V functional and the def2-TZVPD basis) results for a structure of composition CH11NO4.

```
! wB97M-V def2-TZVPD RIJCOSX def2/J DEFGRID3
* xyz 0 1
O -1.122 -1.229 1.966
H -1.878 -0.881 2.331
H -0.960 0.630 -0.432
H 2.015 0.288 1.024
H 0.902 -0.682 1.824
H 2.114 2.478 0.407
C -0.335 0.238 -1.273
N 0.476 1.229 -1.813
O 1.562 1.627 0.264
H -1.993 -2.621 -0.448
H -1.358 -1.542 0.954
H -1.130 -0.109 -2.006
H 0.234 -0.623 -0.905
O -1.591 -1.790 -0.242
H 1.271 1.404 -1.151
O 1.870 -0.523 1.504
H -0.076 2.107 -2.005
*
```

Output
Lowest unoccupied orbital energy, Eh: -0.195

=====

Model two:
DFT (the ωB97M-V functional and the def2-TZVPD basis) results for a cluster of 5 separate species, CH11NO4 in total.

```
! wB97M-V def2-TZVPD RIJCOSX def2/J DEFGRID3
* xyz 0 1
O 2.416 0.213 1.374
H -3.797 -3.067 1.751
O 0.123 2.934 0.319
H -5.545 -4.243 2.136
H -3.151 -3.497 3.438
H 0.891 2.069 -1.247
O 3.421 1.383 -4.323
H 3.029 -0.037 0.675
H 0.650 1.031 -2.332
C -3.939 -3.591 2.697
H 2.623 1.309 -4.824
N -5.004 -4.220 2.994
H -0.744 2.936 0.700
O 1.345 1.541 -1.899
H 2.546 1.146 1.519
H 0.501 3.762 0.551
H 3.138 1.429 -3.398
*
```

Output
Structure (SMILES): C=N.O.O.O.O
Lowest unoccupied orbital energy, Eh: 0.009

=====

On energetic grounds, model two is preferred over the next structure by 0.2742 hartree.

=====

Model one:
DFT (the ωB97M-V functional and the def2-TZVPD basis) results for the ion C2H3IN with charge +1.

```
! wB97M-V def2-TZVPD RIJCOSX def2/J DEFGRID3
* xyz 1 1
C 1.127 0.705 -0.064
I -2.622 0.073 -0.025
H 1.226 1.274 0.833
H 1.637 1.113 -0.945
N 0.247 -0.236 -0.070
C -0.828 -0.885 0.078
H -0.788 -2.045 0.193
*
```

Output
Structure (SMILES): C=[N+]=CI
Lowest unoccupied orbital energy, Eh: -0.224

=====

Model two:
DFT (the ωB97M-V functional and the def2-TZVPD basis) results for the ion C2H3IN with charge +1.

```
! wB97M-V def2-TZVPD RIJCOSX def2/J DEFGRID3
* xyz 1 1
H 1.607 1.286 -0.169
H -1.179 -1.271 -1.148
H -2.061 0.125 -0.188
C 1.171 0.383 0.238
N -0.313 0.329 -0.034
C -1.242 -0.346 -0.485
I 2.016 -0.505 1.785
*
```

Output
Structure (SMILES): C=[N+]=CI
Lowest unoccupied orbital energy (spin up / spin down), Eh: -0.249 / -0.249

=====

On energetic grounds, model one is preferred over the next structure by 0.0544 hartree.

=====

Model one:
DFT (the ωB97M-V functional and the def2-TZVPD basis) results for a cluster of 2 separate species, C4H2FNO in total.

```
! wB97M-V def2-TZVPD RIJCOSX def2/J DEFGRID3
* xyz 0 1
C -0.958 0.906 -0.045
O -1.091 1.521 -1.249
C 0.859 -0.200 1.545
N 1.526 -0.084 2.507
H -1.818 0.875 1.149
H -0.212 -0.313 -1.753
F 0.991 -1.993 -1.405
C 0.272 -0.063 0.203
C 0.432 -0.648 -0.953
*
```

Output
Lowest unoccupied orbital energy, Eh: -0.043

=====

Model two:
DFT (the ωB97M-V functional and the def2-TZVPD basis) results for the molecule C4H2FNO.

```
! wB97M-V def2-TZVPD RIJCOSX def2/J DEFGRID3
* xyz 0 1
C 0.959 -0.728 -1.100
O -1.272 1.633 0.574
H -0.722 -0.218 1.724
F 0.241 -1.899 1.361
C -0.162 -0.672 0.998
N 1.652 -1.214 -1.903
C -0.526 1.264 -0.322
C 0.138 -0.041 -0.112
H -0.309 1.874 -1.219
*
```

Output
Structure (SMILES): N#C/C(C=O)=C\F
Lowest unoccupied orbital energy, Eh: -0.031

=====

On energetic grounds, model two is preferred over the next structure by 0.1270 hartree.

=====

Model one:
DFT (the ωB97M-V functional and the def2-TZVPD basis) results for a cluster of 9 separate species, C5H29N2O9 in total.

```
! wB97M-V def2-TZVPD RIJCOSX def2/J DEFGRID3
* xyz 1 1
H 1.135 0.627 1.698
H -1.413 3.858 0.341
H 2.483 1.404 -0.955
H -1.251 2.827 1.522
H 2.079 -1.174 -2.000
H 1.215 -2.396 2.072
O -1.758 -0.980 -3.737
C -2.071 -1.027 -0.714
C 1.857 -0.409 -0.007
H -1.932 3.472 -3.031
O 0.774 1.411 -2.617
O 1.515 -3.949 -0.197
H -1.865 -1.649 -2.929
H 0.037 2.011 -2.730
C -1.760 -0.226 0.455
H 0.388 1.383 0.222
H -1.938 0.933 0.250
H -1.096 -0.265 4.581
H 1.051 -2.127 -1.197
O -0.538 0.350 4.055
H 2.211 -1.320 0.607
H 1.030 -4.797 -0.364
H -1.778 1.806 3.461
H 0.459 -0.532 -1.487
H 3.716 0.104 -0.941
H 0.153 0.568 4.716
H -1.056 -0.416 -3.652
H 1.327 1.356 -3.375
O 0.328 -2.626 2.063
H -2.511 -0.482 1.319
O -1.881 2.523 -2.798
H -3.096 -0.952 -1.264
H 0.233 -2.854 1.191
O -1.257 2.897 0.516
H 3.358 1.015 0.542
N 1.335 -1.116 -1.279
C 2.939 0.580 -0.385
O -1.245 2.566 3.271
H -0.415 2.470 3.830
C 0.721 0.409 0.717
N -0.473 -0.543 1.002
H 2.531 -4.182 0.098
H -1.791 1.986 -3.557
H -0.504 -0.900 1.931
O -1.241 -1.636 -1.243
*
```

Output
Lowest unoccupied orbital energy, Eh: -0.099

=====

Model two:
DFT (the ωB97M-V functional and the def2-TZVPD basis) results for a cluster of 9 separate species, C5H29N2O9 in total.

```
! wB97M-V def2-TZVPD RIJCOSX def2/J DEFGRID3
* xyz 1 1
C 2.299 2.126 1.006
H 3.366 -0.969 -3.197
N 1.358 -1.913 0.467
H -2.070 -3.336 -1.039
H 1.477 1.746 -1.543
O 2.664 -0.709 -2.702
H 0.069 1.235 -1.027
H -3.605 0.301 2.943
C 0.676 0.230 1.353
H -0.893 1.055 -3.521
H 1.317 0.079 -1.232
H -0.361 -0.044 0.773
C 1.441 1.189 0.541
O -1.576 3.698 0.078
H 1.164 4.382 -1.559
H 0.590 -2.505 0.503
H 0.029 0.732 2.115
N 1.062 0.989 -0.905
H 1.344 -2.264 3.555
O -0.762 0.475 -2.723
H 0.224 -2.367 -3.084
H -4.400 1.270 2.093
H -0.336 3.952 -1.015
H 0.193 -3.833 -2.645
O -3.502 0.865 2.173
O 0.672 3.768 -0.982
O -2.141 -2.467 -0.535
C 0.654 -1.730 2.865
H 2.145 -2.409 0.187
H -0.199 -3.532 2.780
O -0.380 -2.680 2.390
H -1.124 3.381 0.868
C 1.494 -1.056 1.667
H -1.761 -2.544 0.338
H 1.955 -1.016 -3.264
O -2.525 0.230 -0.299
H -2.954 0.242 0.554
H -1.537 0.148 -2.234
H 2.514 -0.805 1.945
H -2.583 3.577 0.086
H 2.795 2.447 1.873
H 2.616 2.647 0.226
H -2.053 -0.486 -0.433
O 0.796 -3.066 -2.780
H -0.153 -1.035 3.342
*
```

Output
Lowest unoccupied orbital energy, Eh: -0.087

=====

On energetic grounds, model one is preferred over the next structure by 0.0121 hartree.

=====

Model one:
DFT (the ωB97M-V functional and the def2-TZVPD basis) results for the molecule C3H7FN2O.

```
! wB97M-V def2-TZVPD RIJCOSX def2/J DEFGRID3
* xyz 0 1
N 1.380 -0.417 -1.033
C -2.419 0.414 -0.252
H -2.312 1.412 -0.467
H 2.233 0.195 1.036
O -1.305 -1.683 -0.641
C -1.222 -0.490 -0.559
F -0.053 1.439 -0.178
H 3.112 -0.968 -0.012
H 1.897 0.465 -1.459
H 1.702 -1.493 0.683
N -0.125 0.251 -0.888
C 2.099 -0.683 0.193
H -3.216 0.051 -0.871
H -2.629 0.273 0.743
*
```

Output
Structure (SMILES): CNN(F)C(C)=O
Lowest unoccupied orbital energy, Eh: 0.029

=====

Model two:
DFT (the ωB97M-V functional and the def2-TZVPD basis) results for the molecule C3H7FN2O.

```
! wB97M-V def2-TZVPD RIJCOSX def2/J DEFGRID3
* xyz 0 1
H -0.051 3.133 0.050
F 1.642 -1.649 -0.057
O -2.336 -0.609 0.019
H 1.110 2.138 0.688
C 1.439 -0.233 0.035
H -2.232 0.361 -0.104
H 1.944 0.243 -0.807
N -0.445 1.244 -0.052
C -0.013 0.050 0.013
H -0.780 -1.715 -0.900
C -0.997 -1.077 0.032
H 1.892 0.077 0.981
N 0.481 2.291 -0.089
H -0.799 -1.707 0.951
*
```

Output
Structure (SMILES): N/N=C(/CO)CF
Lowest unoccupied orbital energy, Eh: 0.030

=====

On energetic grounds, model two is preferred over the next structure by 0.0989 hartree.